# 1
ORCA calculation (ωB97M-V/def2-TZVPD) on a cluster of 7 separate species, C36H77B2FN5O11 in total.

Atoms and positions in Å:
C1 2.41599 6.34889 1.05394
C2 1.69580 6.02699 -0.26413
O1 1.08257 7.20224 -0.82012
C3 0.57581 4.99883 -0.08670
N1 0.50700 4.01966 -1.19648
C4 1.67623 3.10430 -1.32050
C5 2.58534 3.32450 -2.53362
B1 3.51537 2.05626 -2.91893
O2 3.97076 2.02867 -4.23121
N2 3.88415 0.97531 -2.02040
C6 2.95998 -0.16498 -1.97398
C7 4.32752 1.36951 -0.68781
C8 1.79671 3.77194 -3.76100
O3 1.02220 2.70943 -4.24587
B2 0.29318 2.92420 -5.41945
O4 -0.84783 2.18841 -5.61379
O5 0.77763 3.78354 -6.37609
N3 0.87403 4.89666 -3.45558
C9 0.06426 4.54632 -2.37342
N4 -1.22802 4.67137 -2.49749
F1 -1.67819 5.30355 -3.61176
C10 -2.30463 4.26061 -1.59546
C11 -2.38157 2.74860 -1.41784
C12 -3.65911 2.34018 -0.66238
N5 -4.81546 3.15870 -1.05568
H1 1.86521 5.98425 1.92423
H2 3.41227 5.90482 1.08316
H3 2.50824 7.43025 1.15403
H4 2.43875 5.65889 -0.97850
H5 1.65509 7.52310 -1.52617
H6 -0.36284 5.55831 -0.06219
H7 0.64194 4.44318 0.84992
H8 2.25900 3.22080 -0.40938
H9 1.26630 2.09120 -1.33918
H10 3.27657 4.15456 -2.31059
H11 4.67843 2.65668 -4.40657
H12 3.50874 -1.10123 -1.83789
H13 2.37656 -0.22496 -2.89622
H14 2.25756 -0.08472 -1.13147
H15 3.50677 1.57281 0.01351
H16 5.00095 2.23014 -0.74027
H17 4.90795 0.55151 -0.24831
H18 2.49177 4.13586 -4.51991
H19 -1.34215 2.04832 -4.80048
H20 0.14975 4.48114 -6.59033
H21 1.43394 5.71784 -3.21384
H22 -2.22345 4.80099 -0.64937
H23 -3.22691 4.59869 -2.06977
H24 -2.35177 2.26440 -2.39943
H25 -1.51155 2.38185 -0.86589
H26 -3.48160 2.36824 0.41738
H27 -3.86468 1.29818 -0.91309
H28 -5.05164 3.80878 -0.31504
H29 -5.63578 2.57380 -1.15063
C13 5.07896 8.30227 -4.75618
C14 4.94688 9.11953 -3.47225
C15 3.46869 8.95928 -3.15895
O6 3.08535 7.66238 -3.65369
C16 4.13441 7.14171 -4.48684
H30 6.09551 7.97281 -4.96172
H31 4.72832 8.88226 -5.61126
H32 5.55510 8.67939 -2.67943
H33 5.23737 10.16181 -3.58501
H34 2.86461 9.71175 -3.67215
H35 3.25441 9.01471 -2.08941
H36 4.64407 6.33205 -3.95073
H37 3.68756 6.73269 -5.39374
C17 1.50137 1.35977 3.14520
C18 2.78016 0.55336 3.35021
C19 2.45032 -0.74193 2.62266
O7 1.56590 -0.37906 1.54706
C20 1.11020 0.95336 1.73129
H38 1.63868 2.43625 3.25701
H39 0.74318 1.03648 3.85924
H40 3.62469 1.05552 2.86920
H41 3.02317 0.39414 4.39858
H42 1.93265 -1.45069 3.27286
H43 3.32507 -1.24084 2.20622
H44 1.60096 1.58581 0.98072
H45 0.03078 0.98770 1.55622
C21 0.55384 -5.64608 0.90175
C22 1.44569 -4.99693 -0.15485
C23 1.93612 -3.75338 0.57526
O8 1.99989 -4.10164 1.96032
C24 1.32971 -5.34818 2.17631
H46 0.38492 -6.70935 0.75257
H47 -0.42138 -5.15544 0.92666
H48 2.28599 -5.65309 -0.39223
H49 0.92528 -4.76174 -1.08269
H50 1.24013 -2.91573 0.45656
H51 2.92584 -3.42655 0.24842
H52 2.07878 -6.12233 2.37306
H53 0.69131 -5.25613 3.05580
C25 -0.15560 -0.40609 8.29340
C26 -0.50253 -1.55459 7.34820
C27 -0.18443 -0.94187 5.99124
O9 0.88880 -0.02196 6.20970
C28 1.06949 0.18985 7.61366
H54 0.04651 -0.72537 9.31432
H55 -0.96911 0.32197 8.31781
H56 0.14855 -2.40974 7.53905
H57 -1.53575 -1.88921 7.42516
H58 -1.04646 -0.39449 5.59226
H59 0.12916 -1.67944 5.25071
H60 1.98560 -0.31687 7.93352
H61 1.18469 1.25901 7.79502
C29 -2.51988 -10.32593 0.62984
C30 -3.66552 -9.49259 1.19987
C31 -2.90668 -8.36834 1.89222
O10 -1.70958 -8.16530 1.13602
C32 -1.53203 -9.24446 0.21476
H62 -2.81638 -10.96444 -0.20086
H63 -2.08546 -10.95723 1.40795
H64 -4.28632 -9.10026 0.39347
H65 -4.31384 -10.04415 1.87856
H66 -2.63426 -8.64424 2.91675
H67 -3.46388 -7.43030 1.92531
H68 -1.74121 -8.88542 -0.79897
H69 -0.49258 -9.57375 0.25655
C33 -8.89008 -8.46873 -0.86470
C34 -8.26061 -7.29908 -0.11064
C35 -7.30523 -8.02210 0.83040
O11 -6.88470 -9.20112 0.14430
C36 -7.70348 -9.41272 -1.00793
H70 -9.32239 -8.19030 -1.82454
H71 -9.67194 -8.93061 -0.25870
H72 -7.70402 -6.66173 -0.80128
H73 -8.98244 -6.67946 0.41950
H74 -7.80787 -8.31045 1.75974
H75 -6.42361 -7.43072 1.08543
H76 -7.12074 -9.18166 -1.90624
H77 -7.99174 -10.46350 -1.04492

Computed properties:
Strongest force on any atom ... 0.8 eV Å⁻¹
2S+1 ... 1
Charge ... +1
HOMO energy ... -10.51 eV
DFT total energy ... -2668.68017 hartree


# 2
ORCA calculation (ωB97M-V/def2-TZVPD) on a structure of composition C43H35BN12OPSr.

Atoms and positions in Å:
Sr1 0.16718 -1.06208 0.12930
C1 2.79859 1.46872 -2.87255
C2 1.72546 0.58506 -2.72748
N1 1.87725 -0.17577 -1.65179
N2 3.05491 0.18031 -1.08760
C3 3.62217 1.17006 -1.81207
B1 3.72863 -0.50429 0.15112
N3 3.23472 0.18136 1.45034
C4 3.90056 0.73208 2.48672
C5 2.97801 1.17816 3.40770
C6 1.74258 0.84481 2.84916
N4 1.90014 0.24486 1.67641
N5 3.46104 -2.04296 0.21513
C7 4.40641 -2.99706 0.36823
C8 3.78482 -4.21998 0.47595
C9 2.42221 -3.92198 0.37760
N6 2.23686 -2.61787 0.22651
N7 5.24338 -0.36244 -0.08897
C10 5.86034 -0.77402 -1.22640
C11 7.21093 -0.60139 -1.06710
C12 7.33264 -0.04626 0.21963
N8 6.15484 0.08191 0.80253
H1 2.95274 2.20966 -3.63624
H2 0.84374 0.47306 -3.33936
H3 4.57180 1.58735 -1.52596
H4 4.97358 0.76657 2.48088
H5 3.17850 1.66853 4.34353
H6 0.74890 1.00056 3.23949
H7 5.45111 -2.74346 0.40404
H8 4.24792 -5.18109 0.60864
H9 1.57013 -4.58340 0.42169
H10 5.29151 -1.16975 -2.05150
H11 7.98733 -0.83214 -1.77491
H12 8.22354 0.25450 0.74708
C13 -5.35925 3.19761 1.42253
C14 -5.33291 1.83816 1.13407
C15 -4.27884 1.30268 0.41268
C16 -3.24665 2.12836 -0.04047
C17 -3.27645 3.48760 0.25209
C18 -4.33170 4.01811 0.98406
P1 -1.87225 1.31876 -0.90998
C19 -0.74411 2.66851 -1.38503
C20 -0.82737 3.41080 -2.55862
C21 0.11268 4.39548 -2.83054
C22 1.13948 4.65141 -1.93383
C23 1.23436 3.91301 -0.76276
C24 0.30260 2.92290 -0.49588
C25 -2.63360 0.80276 -2.48288
C26 -3.62466 1.53059 -3.09255
C27 -4.12166 1.17034 -4.36051
C28 -3.61060 0.08791 -5.01855
C29 -2.60984 -0.71442 -4.42222
C30 -2.08983 -1.86610 -5.06519
C31 -1.16327 -2.66620 -4.46190
C32 -0.70479 -2.36726 -3.14908
C33 -1.20921 -1.25656 -2.58183
C34 -2.13515 -0.36259 -3.12356
H13 -6.18080 3.61473 1.99027
H14 -6.13093 1.19098 1.47430
H15 -4.25451 0.23784 0.20100
H16 -2.47854 4.13459 -0.09106
H17 -4.34958 5.07707 1.20725
H18 -1.62086 3.21754 -3.26929
H19 0.04062 4.96381 -3.74911
H20 1.87223 5.41732 -2.15275
H21 2.04197 4.09097 -0.06450
H22 0.40529 2.33332 0.40986
H23 -4.03148 2.40207 -2.59288
H24 -4.90419 1.76599 -4.81185
H25 -3.97596 -0.18479 -6.00128
H26 -2.45568 -2.10968 -6.05491
H27 -0.78187 -3.54339 -4.96827
H28 0.00006 -3.02207 -2.64959
O1 -2.09855 -2.03459 0.01703
N9 -1.47982 -3.07495 0.43440
C35 -2.22565 -4.01206 0.97767
C36 -3.63217 -3.84409 1.14516
N10 -4.76147 -3.68606 1.29346
C37 -1.55773 -5.17656 1.45124
N11 -1.01145 -6.11813 1.82424
C38 -2.54473 -1.18533 6.58770
C39 -1.96174 -1.14188 5.20727
C40 -2.55715 -0.39726 4.19438
C41 -2.00901 -0.41473 2.92472
N12 -0.91300 -1.10624 2.61299
C42 -0.33495 -1.81684 3.58155
C43 -0.82115 -1.86567 4.87560
H29 -2.92977 -0.20984 6.88334
H30 -1.80485 -1.50569 7.31939
H31 -3.37657 -1.89145 6.62053
H32 -3.44836 0.18826 4.38051
H33 -2.47395 0.14121 2.11685
H34 0.55639 -2.37160 3.30736
H35 -0.31157 -2.46623 5.61764

Computed properties:
Relative energy (zero: lowest compared OMol25 entry of this formula, charge and spin) ... 0.598 eV
Strongest force on any atom ... 0.6 eV Å⁻¹
2S+1 ... 2
HOMO energy (alpha / beta) ... -8.49 / -8.45 eV
DFT total energy ... -2788.94184 hartree


# 3
ORCA calculation (ωB97M-V/def2-TZVPD) on a cluster of 2 separate species, CHClFNO2 in total in a non-equilibrium geometry.

Atoms and positions in Å:
C1 -1.24327 0.85814 -0.10521
N1 1.68593 -0.62243 0.39547
O1 0.57197 -0.80356 -0.01216
O2 2.53672 -1.43647 0.53675
F1 -0.68884 1.86321 -0.86810
Cl1 -1.97813 -0.45942 -0.80037
H1 -0.88438 0.60053 0.85362

Computed properties:
Relative energy (zero: lowest compared OMol25 entry of this formula, charge and spin) ... 4.257 eV
Strongest force on any atom ... 4.4 eV Å⁻¹
2S+1 ... 1
HOMO energy (alpha / beta) ... -8.13 / -7.05 eV
DFT total energy ... -803.72832 hartree


Molecular weight / g/mol: 796.66, 865.24, 113.48